DFT (the ωB97M-V functional and the def2-TZVPD basis) results for 2 unconnected molecules or ions with the total composition C11H14NO2 at a distorted geometry.

Summary:
* energy above the lowest of the compared OMol25 structures with the same formula, charge and spin: 248.34 kJ/mol
* total energy: -17216.35432 eV
* frontier orbital gap: 7.00 eV
* HOMO energy: -3.58 eV
* LUMO: 3.418 eV
* total charge: -1

Cartesian coordinates (Å):
C 1.18221 -2.68066 -0.18473
C -0.16081 -2.75898 0.17865
C 1.68100 -1.42138 -0.09654
C -0.97863 -1.64839 0.30343
C 0.80967 -0.33212 -0.10948
C -0.58103 -0.34305 -0.02553
C 1.53586 0.98904 -0.16523
C -1.22947 1.82794 1.05653
C -1.57336 0.77467 -0.05200
C -2.98823 0.32291 0.44967
C -1.65381 1.55592 -1.42063
N 0.69990 1.87413 0.46437
O 4.99908 0.24306 0.49885
O 2.64716 1.19165 -0.63360
H 1.92093 -3.42550 -0.39227
H -0.75144 -3.73227 0.42160
H 2.69071 -1.31075 -0.16737
H -2.02246 -1.98017 0.53149
H 4.69972 1.13187 0.63999
H -1.08201 1.32135 2.06751
H -3.02559 -0.02565 1.45011
H -3.47884 -0.58112 -0.18843
H -3.53582 1.25370 0.29612
H -1.55189 0.72846 -2.15322
H -0.82059 2.29784 -1.50553
H -2.55807 1.94634 -1.63582
H 0.83010 2.85240 0.53725
H 4.29571 -0.07125 -0.16520

=====

DFT (the ωB97M-V functional and the def2-TZVPD basis) results for 2 unconnected molecules or ions with the total composition C24H55N2O5P2 at a distorted geometry.

Summary:
* total energy: -57558.10098 eV
* frontier orbital gap: 5.99 eV
* HOMO energy: -10.31 eV
* LUMO: -4.314 eV
* total charge: +1

Cartesian coordinates (Å):
C 5.55807 -2.18006 0.79145
C 4.96050 -1.84376 -0.72825
C 3.73290 -0.72791 -0.58271
C 2.96386 -0.47241 -2.04089
C 1.52738 0.25847 -1.73808
C 1.05653 1.35165 -2.86710
C 0.89165 2.83067 -2.10744
C -0.67408 3.19165 -1.77644
C -1.05070 3.14871 -0.16145
C -2.67775 3.46400 0.06499
C -3.28543 2.34665 1.09816
C -4.91698 2.19281 1.08322
C -5.60053 2.11636 -0.40282
C -6.63841 0.88369 -0.64734
N -6.05499 -0.50961 -0.58671
C -6.24255 -1.09290 0.83009
C -6.82876 -2.65593 0.72604
O -8.05490 -2.98726 1.21727
C -4.60750 -0.63493 -0.97611
C -4.00256 -2.14468 -1.09111
C -3.29334 -2.69919 0.31883
C -2.72622 -2.04396 -2.16938
P -7.17878 -1.50277 -1.62007
P -6.52711 -1.39478 -3.72591
O -5.41050 -2.49849 -4.03984
O -7.92313 -1.87079 -4.71497
O -6.08743 0.21159 -4.24097
H 4.94003 -1.51463 1.55633
H 6.69624 -1.91671 0.88061
H 5.36335 -3.31116 1.08742
H 5.81116 -1.35551 -1.39921
H 4.55197 -2.84110 -1.20282
H 2.92688 -1.22778 0.12672
H 4.12635 0.30977 -0.17679
H 3.67847 0.19296 -2.70245
H 2.79314 -1.50209 -2.60404
H 1.57014 0.81352 -0.69429
H 0.66378 -0.56375 -1.69206
H 0.04638 1.07165 -3.38888
H 1.87276 1.44132 -3.73298
H 1.62631 2.93388 -1.19965
H 1.26947 3.62097 -2.91765
H -1.34078 2.48006 -2.43330
H -0.83189 4.32742 -2.10427
H -0.72008 2.11787 0.29267
H -0.41828 4.02680 0.33593
H -2.76083 4.55649 0.47653
H -3.14319 3.46026 -1.00835
H -2.99891 2.72176 2.19490
H -2.69270 1.33601 0.95631
H -5.34468 3.16450 1.62958
H -5.18199 1.29555 1.79923
H -4.83707 2.12272 -1.30130
H -6.23349 3.12150 -0.52750
H -7.06152 1.01275 -1.75665
H -7.56805 1.06092 0.05626
H -5.22702 -1.04445 1.45585
H -7.03274 -0.50991 1.46620
H -6.20553 -3.53825 0.25450
H -3.88544 -0.05654 -0.22075
H -4.49370 -0.10254 -2.03777
H -4.71002 -2.95927 -1.53354
H -2.86441 -1.72001 0.84572
H -2.38382 -3.38032 0.03795
H -4.08807 -3.19782 1.01900
H -2.02878 -1.17137 -1.74836
H -2.06859 -3.02129 -2.17312
H -3.05963 -1.69942 -3.23667
H -8.47718 -0.87591 -1.53754
H -7.60877 -2.13742 -5.63626
H -6.96655 0.69505 -4.39578
C 9.59981 1.03035 4.87423
C 8.34895 0.15889 4.79095
C 8.62132 -1.27131 4.26908
O 8.84566 -1.35507 2.85833
C 10.15555 -0.99104 2.45077
N 7.33973 0.84784 3.97199
H 9.91308 1.41468 3.90095
H 9.41262 1.90352 5.51115
H 10.43785 0.47613 5.30910
H 7.95491 0.06382 5.81001
H 7.72658 -1.87942 4.45982
H 9.43955 -1.75255 4.81940
H 10.91364 -1.28483 3.18335
H 10.20072 0.08258 2.26134
H 10.37177 -1.49764 1.50598
H 6.47143 0.31324 4.00689
H 7.63483 0.76744 2.99445

=====

DFT (the ωB97M-V functional and the def2-TZVPD basis) results for a gas-phase ion, C13H9F5N (charge +1) at a distorted geometry.

Summary:
* structure (SMILES): FC(F)(F)c1cccc(C(F)(F)[n+]2ccccc2)c1
* total energy: -28698.62001 eV
* frontier orbital gap: 8.67 eV
* HOMO energy: -13.48 eV
* LUMO: -4.815 eV
* total charge: +1

Cartesian coordinates (Å):
F -3.48445 1.80204 1.62862
C -3.50952 0.52681 2.06392
F -4.53234 -0.09787 1.45286
F -3.71357 0.52675 3.38293
C -2.19850 -0.17457 1.68601
C -2.14028 -1.53804 1.55308
C -0.94132 -2.16560 1.19447
C 0.15001 -1.36602 0.94519
C 0.08174 0.01707 1.08132
C 1.36987 0.78225 0.75854
F 1.20920 2.10700 0.89235
F 2.36213 0.30150 1.50728
N 1.66975 0.57264 -0.70136
C 2.71728 -0.13832 -1.13563
C 2.90422 -0.31843 -2.48379
C 2.01075 0.23460 -3.39580
C 0.92755 0.98086 -2.91389
C 0.79591 1.12204 -1.55941
C -1.08815 0.63949 1.45612
H -3.00657 -2.17806 1.71780
H -0.89570 -3.24931 1.11956
H 1.08565 -1.84072 0.63540
H 3.38217 -0.58155 -0.39603
H 3.73912 -0.90123 -2.86951
H 2.13063 0.09796 -4.46906
H 0.17739 1.44364 -3.54995
H -0.05675 1.67522 -1.16894
H -1.14623 1.71983 1.56791